No. 1
A cluster of 9 separate species, C18H54O9 in total, computed with ωB97M-V/def2-TZVPD.

Last column: Löwdin charge in e.
Atoms and positions in Å:
O: 2.62651 -2.97448 3.12687  -0.123
O: -4.64126 0.75337 -4.25658  -0.002
O: -3.38975 4.23437 0.29288  -0.013
O: -1.03016 -2.08891 3.59504  -0.075
O: 1.47336 -3.03675 -2.80348  -0.039
O: -5.38574 -2.98515 -0.69486  -0.083
O: 3.53087 0.81724 -4.79057  -0.103
O: 1.93962 2.47908 2.53744  -0.044
O: 0.14449 0.22146 2.15337  -0.065
C: -2.45230 -0.24009 4.35526  -0.083
C: -2.48527 3.26478 0.64059  -0.392
C: 0.07898 -0.50880 0.88775  -0.249
C: 3.40400 4.31661 1.83248  -0.044
C: 3.74976 -2.69819 2.39741  -0.368
C: -2.57949 0.42449 -3.05700  -0.093
C: 2.68022 1.53914 -3.92093  -0.265
C: 1.24926 0.83531 -4.04835  -0.051
C: -3.11098 -2.68011 -0.13996  -0.025
C: 1.11669 0.01060 -0.04457  -0.043
C: -2.25743 -1.82209 4.33938  -0.245
C: -1.64564 3.62041 1.88636  -0.067
C: -3.56916 -0.28675 -3.97034  -0.225
C: 4.13701 -1.25439 2.75398  -0.070
C: 2.68276 -2.92136 -2.15531  -0.362
C: 3.39582 -1.68253 -2.42141  -0.064
C: 2.14266 3.41713 1.43346  -0.235
C: -4.60937 -2.17634 -0.03655  -0.431
H: -6.36249 -2.50191 -0.69283  0.200
H: 2.17363 3.00332 0.42373  0.096
H: 0.79597 1.26075 -3.27585  0.007
H: -5.03618 0.27662 -4.82530  -0.057
H: 2.16892 -0.25782 0.25700  0.104
H: -3.09837 -3.65516 0.25055  0.059
H: 3.16341 1.83244 -2.88397  0.147
H: -1.23495 4.75553 1.64117  0.130
H: 3.19377 -3.54243 -2.53943  0.014
H: -2.16415 1.30197 -3.72680  0.117
H: 1.35013 4.09956 1.42598  0.059
H: 3.40065 -0.37186 2.36127  0.124
H: 3.50512 -1.78884 -3.58554  0.124
H: -2.84632 -2.67215 -1.14184  0.039
H: 3.36966 -2.80102 1.33041  0.107
H: -1.93941 2.92203 -0.10865  0.043
H: -0.42128 -0.25114 2.73736  0.010
H: -3.14132 -2.08573 3.75314  0.099
H: 3.02083 5.09554 2.53719  0.093
H: -4.63475 -1.20915 -0.40160  0.067
H: -0.79714 -0.45230 0.63785  0.012
H: -0.86010 2.88374 2.04846  0.034
H: -1.10507 -3.01504 3.62907  0.052
H: -2.41111 -1.96911 0.25944  0.050
H: -2.94610 2.21790 0.61400  0.123
H: -1.67360 -0.20354 -2.71278  0.096
H: -5.00612 -2.07289 1.06850  0.136
H: 4.18408 3.85748 2.08924  -0.034
H: -3.09201 0.71469 -2.22229  0.017
H: 2.48720 2.49227 -4.31826  0.072
H: 1.13738 -0.21318 -3.91609  0.054
H: 0.73921 1.03597 -4.88972  0.035
H: 0.41844 -1.46774 1.08873  0.099
H: 4.38119 0.56658 -4.38605  0.087
H: 1.08210 1.06841 0.11268  0.047
H: 2.41943 -2.90379 -1.07865  0.131
H: -3.03237 -0.65565 -4.76160  0.083
H: 1.68620 -3.08643 -3.73965  0.089
H: 1.47695 1.83271 2.15502  -0.066
H: -3.65574 4.14611 -0.56345  0.039
H: 5.12413 -1.04218 2.44021  0.041
H: 0.67068 -0.23097 -0.99177  0.074
H: -1.40793 0.10541 4.74358  0.108
H: 3.88476 4.75941 0.90116  0.092
H: 2.27258 -3.95408 3.11928  0.153
H: 4.32532 -1.24662 3.81810  0.066
H: 4.39881 -1.72042 -2.11455  0.076
H: -3.91573 -1.07858 -3.40853  0.075
H: -2.25175 -2.20148 5.33701  0.101
H: 2.81110 -0.85760 -2.33171  0.015
H: -3.19734 0.05485 5.08337  0.055
H: 4.51489 -3.39815 2.54137  0.087
H: -2.74239 0.37142 3.48599  0.066
H: -2.37827 3.67419 2.83368  0.111

Atoms 1-3, force components in eV/Å:
O -3.2 -3.2 2.3
O 6.6 2.4 6.3
O 0.3 1.6 3.5

Its structure (SMILES) is CCO.CCO.CCO.CCO.CCO.CCO.CCO.CCO.CCO. Its spin multiplicity is 1.

No. 2
An isolated molecule of C28H37N5O4S, computed with ωB97M-V/def2-TZVPD.

Last column: Löwdin charge in e.
Atoms and positions in Å:
S: -0.29372 -1.63070 6.08787  0.712
O: -0.81373 -3.29787 -0.86190  0.064
O: 1.72053 4.26223 -4.93637  -0.091
O: -1.41430 1.57774 -5.25348  -0.091
O: -2.27871 0.15253 1.93459  0.081
N: 1.94720 -1.03112 1.60677  -0.216
N: -0.38320 -2.32405 3.50314  -0.056
N: -1.74410 -1.24415 -0.48780  0.143
N: 1.97447 0.80553 -0.56431  -0.090
N: -1.49785 -0.47474 3.99510  -0.010
C: 1.76564 3.47912 -3.81537  -0.279
C: -1.44623 0.80521 -4.13370  -0.298
C: -1.08190 0.97284 -6.47798  -0.092
C: -1.61641 -0.59945 -1.72695  -0.232
C: 1.91215 3.94335 -2.51507  -0.023
C: -2.13302 0.54371 4.80200  -0.209
C: -0.82615 -1.79715 2.23038  -0.170
C: 2.41185 -1.82809 2.73644  -0.170
C: 1.66221 2.10643 -4.01919  -0.002
C: -1.26175 -1.25446 -2.89763  -0.011
C: -1.78573 1.46408 -2.95021  0.001
C: 1.96300 3.05307 -1.45829  -0.019
C: -1.63527 -0.58954 2.65024  -0.362
C: 1.93628 0.40281 1.83715  -0.154
C: 1.68698 1.22394 -2.96135  -0.019
C: 1.84557 1.67639 -1.64848  -0.226
C: 1.78513 -3.23153 2.69916  -0.131
C: 1.24686 1.08491 0.65501  -0.135
C: 0.58152 -3.38518 3.63565  -0.167
C: 1.78879 5.65548 -4.77471  -0.099
C: -1.60675 -2.78260 1.34720  0.001
C: -1.18030 -0.55813 -4.09213  -0.020
C: 2.05057 -0.61765 -0.80698  -0.141
C: -3.43775 0.03754 5.40437  -0.069
C: -0.71880 -1.49862 4.51100  -0.772
C: -1.34853 -2.48527 -0.13600  -0.474
C: -1.87292 0.77158 -1.76570  -0.012
C: 2.69790 -1.30547 0.39324  -0.153
H: 2.52130 -3.97823 2.99645  0.116
H: -1.09288 1.77420 -7.21505  0.095
H: -3.89373 0.82273 6.00001  0.076
H: -2.12825 -0.64837 0.24598  0.100
H: 3.73814 -0.95123 0.49438  0.131
H: -2.31615 1.39839 4.14702  0.124
H: -1.81417 0.20902 -6.76147  0.096
H: -1.43444 0.82313 5.59470  0.096
H: -0.91023 -1.09970 -4.98482  0.106
H: 2.11482 3.45202 -0.46684  0.105
H: 1.05873 -1.05908 -0.98854  0.116
H: 0.96081 6.03193 -4.16443  0.094
H: 1.55415 1.74974 -5.03066  0.113
H: -1.05234 -2.31123 -2.87638  0.104
H: 1.38071 0.61439 2.75532  0.122
H: -1.26788 -3.79972 1.54250  0.121
H: 1.71414 6.07427 -5.77734  0.091
H: -2.67769 -2.72669 1.55359  0.135
H: -3.24588 -0.81960 6.04533  0.059
H: 2.68140 -0.79922 -1.67739  0.126
H: 2.73913 5.96467 -4.32555  0.094
H: -2.14687 1.28668 -0.85627  0.115
H: 2.71506 -2.38205 0.21659  0.124
H: -1.97899 2.52367 -2.99102  0.123
H: 0.07432 -1.45519 1.67425  0.137
H: -4.13034 -0.25371 4.61801  0.078
H: -0.08413 0.52321 -6.45050  0.087
H: 1.20609 2.15781 0.83165  0.113
H: 0.90862 -3.36931 4.67932  0.074
H: 2.00302 4.99789 -2.30555  0.102
H: 2.95724 0.80396 1.94449  0.133
H: 0.21184 0.71152 0.58132  0.114
H: 3.50921 -1.90341 2.73477  0.124
H: 1.56599 0.17356 -3.16943  0.101
H: 2.12161 -1.32466 3.66196  0.118
H: 1.47824 -3.45532 1.67701  0.105
H: 0.09595 -4.34879 3.44552  0.126

Atoms 1-3, force components in eV/Å:
S 0.1 0.0 0.6
O 0.2 -0.2 -0.3
O 0.0 -0.3 0.0

Its structure (SMILES) is CCN1C(=O)[C@H](CC(=O)Nc2ccc(OC)cc2)N(CCCN2CCN(c3ccc(OC)cc3)CC2)C1=S. Its spin multiplicity is 1.

No. 3
A structure of composition C6H4Cl2N2O3PmSc, computed with ωB97M-V/def2-TZVPD.

Last column: Löwdin spin population.
Atoms and positions in Å:
Pm: 2.52249 -1.77199 -2.72582  4.059
Sc: 0.41814 0.53210 0.47091  0.000
Cl: 0.63185 0.32223 -1.84520  -0.005
Cl: 1.66084 -2.96979 -0.68376  -0.037
O: 3.46329 -5.33868 -3.32866  0.000
O: 0.68025 3.48905 1.67403  0.000
O: 5.08731 -3.47095 -4.87533  0.001
N: -1.99903 2.11273 1.02651  0.000
N: -1.47823 0.84919 1.28124  0.000
C: -2.24262 0.33154 2.32800  0.000
C: 0.83001 2.42947 1.19637  0.000
C: -3.20253 1.28241 2.68954  0.000
C: 4.48843 -2.55243 -4.47441  -0.007
C: -2.99363 2.37414 1.87059  0.000
C: 3.03467 -4.32366 -3.11733  -0.010
H: -3.50367 3.31740 1.80075  0.000
H: -1.96270 -0.61564 2.77400  0.000
H: -3.95340 1.21260 3.48173  0.000
H: -1.48145 2.79028 0.45682  0.000

Atoms 1-3, force components in eV/Å:
Pm -0.5 -0.9 0.5
Sc -1.8 -3.9 -0.5
Cl 0.2 0.1 0.0

The charge is +4. Its spin multiplicity is 5.

No. 4
A structure of composition C52H49AsCl7MnN3O2P2, computed with ωB97M-V/def2-TZVPD.

Last column: Löwdin spin population.
Atoms and positions in Å:
As: 2.09656 -5.41070 1.86759  0.000
Mn: -0.80470 0.85988 -0.29344  4.739
Cl: -0.74454 5.65661 4.30803  0.002
Cl: -3.06408 3.63534 3.94218  0.000
Cl: -2.78509 1.34468 1.65627  0.033
Cl: 6.05120 -3.49525 -2.56361  0.000
Cl: 1.83302 3.54902 0.07064  0.008
Cl: 3.54473 -4.82770 -1.93291  0.000
Cl: 1.34951 6.00689 2.04401  0.000
P: -0.42443 -0.81352 -2.49455  0.017
P: 0.12867 -1.21590 1.42525  0.029
O: 2.88578 -2.17053 -0.95777  0.000
O: 4.50391 -0.95171 -1.87602  0.000
N: -1.95684 2.26228 -1.73089  0.042
N: -4.80032 5.85637 -3.93210  0.001
N: -2.73501 6.70885 -4.28827  0.000
C: -1.27817 -1.96142 2.26379  0.004
C: -2.93087 4.49211 -3.12194  0.002
C: 0.44149 3.54366 1.13539  0.015
C: -3.59407 7.65035 -4.74325  0.000
C: -3.51030 5.72316 -3.75225  0.000
C: -1.53545 2.58499 1.95122  0.013
C: 4.64339 -3.82433 1.54673  0.000
C: -3.75854 3.63900 -2.43321  0.001
C: -0.61719 -2.60209 -2.27711  0.002
C: 6.80851 -4.84438 1.68266  0.000
C: -4.88361 7.09560 -4.59140  0.000
C: 4.83041 -6.18947 1.72980  0.000
C: -1.57822 4.13736 -3.12752  0.001
C: -1.38640 -0.59416 -4.05609  0.002
C: 0.31500 4.61924 2.05681  -0.001
C: 2.51664 1.65129 2.75257  0.000
C: -5.96368 7.83690 -4.92601  0.000
C: -3.48949 -3.21897 3.45573  0.000
C: -3.33467 8.91645 -5.27682  0.000
C: 6.03827 -3.69585 1.57028  0.000
C: 0.70134 1.65183 4.30187  0.001
C: -1.18737 -2.49505 3.53275  0.001
C: -1.70345 3.55055 2.91082  -0.001
C: 1.27452 -0.62882 -2.92120  0.003
C: -4.44984 9.63876 -5.54812  0.000
C: -2.50568 -2.07144 1.62600  0.002
C: 0.17120 0.54646 3.62432  0.002
C: -0.69830 4.54902 2.99165  0.007
C: 0.79707 -0.02737 2.54205  0.005
C: 2.23253 -3.73985 4.31101  0.000
C: -2.89690 -0.43316 -3.74091  0.000
C: 0.54891 -5.43032 4.19150  0.000
C: 1.18243 -3.87940 1.10404  0.000
C: -0.34860 -3.55615 -3.46357  0.000
C: 1.63716 -4.76459 3.63915  0.000
C: 2.05873 0.47709 2.16993  0.003
C: 3.88953 -1.97367 -1.64342  0.000
C: 0.06430 -5.01750 5.42376  0.000
C: 0.66004 -3.96801 6.09632  0.000
C: -0.50889 2.56920 0.99487  0.019
C: -3.31195 2.51222 -1.74377  0.006
C: 1.71078 0.86108 -2.86598  0.010
C: 1.88035 2.22459 3.87308  0.002
C: -3.61774 -2.68086 2.19485  0.000
C: -5.75825 9.14396 -5.38522  0.000
C: 4.00959 -5.04947 1.70776  0.000
C: -2.27975 -3.13804 4.13177  0.000
C: 4.27621 -3.27447 -2.46125  0.000
C: 6.20761 -6.12701 1.69021  0.000
C: 1.46195 -2.46687 1.55334  0.006
C: -1.11962 3.03017 -2.43103  0.009
C: 1.78615 -3.33208 5.52948  0.000
H: 0.99322 1.37136 -2.18986  0.007
H: -0.80166 4.75658 -3.60166  0.000
H: -0.16102 -2.55597 4.05210  0.000
H: -1.55023 -2.90540 -1.75125  0.000
H: 2.68800 0.91989 -2.37930  0.000
H: -4.01479 1.92864 -1.14923  0.000
H: 2.64004 0.10120 1.32716  0.000
H: -4.32407 10.68779 -5.81082  0.000
H: -3.26067 -1.04946 -2.89882  0.000
H: 0.19223 2.04271 5.17530  0.000
H: 3.47676 2.01007 2.46448  0.000
H: -3.01500 0.64504 -3.53689  0.000
H: 6.45373 -2.65134 1.59537  0.000
H: 0.69403 -3.71201 -3.48733  0.000
H: 1.86686 -1.14136 -2.14351  0.000
H: 2.29461 -2.56538 6.10915  0.000
H: -1.76166 6.81894 -4.10495  0.000
H: -2.30573 9.25187 -5.39060  0.000
H: -0.82051 0.22326 3.87722  0.000
H: -1.01112 0.34252 -4.47962  0.000
H: -0.03775 2.91487 -2.29729  0.002
H: 2.38091 -2.13805 1.01344  0.000
H: -1.22375 -1.47039 -4.69693  0.000
H: 3.16878 -3.35284 3.89037  0.000
H: 1.43631 -1.07384 -3.91879  0.000
H: 7.89822 -4.66028 1.86411  0.000
H: -6.98341 7.51571 -4.76503  0.000
H: 0.30432 -3.64862 7.06382  0.000
H: -2.60616 -1.68683 0.61442  0.002
H: -6.56581 9.81936 -5.68083  0.000
H: 6.80656 -6.97692 1.81116  0.000
H: 3.92048 -3.03877 -3.43637  0.000
H: -2.17659 -3.57365 5.12628  0.000
H: 4.09767 -2.89436 1.52199  0.000
H: 2.33790 3.06758 4.41285  0.000
H: -0.91674 -4.49251 -3.29221  0.000
H: 1.41895 -3.95357 0.05457  0.000
H: -4.51928 -2.77443 1.65197  0.000
H: -0.75160 -3.19063 -4.41547  0.000
H: 1.68000 1.40742 -3.82634  0.001
H: 4.41940 -7.16798 1.89797  0.000
H: 0.15414 -4.18376 1.25980  0.000
H: -4.80003 3.83113 -2.36401  0.000
H: 0.04077 -6.24037 3.67681  0.000
H: -0.69507 -5.60247 5.89081  0.000
H: 0.14975 -2.83170 -1.57701  0.000
H: -3.47874 -0.56580 -4.65813  0.000
H: -4.36222 -3.76217 3.84085  0.000
H: 1.65445 -2.44990 2.64045  0.001

Atoms 1-3, force components in eV/Å:
As 0.5 -0.1 0.1
Mn 0.1 -0.5 -0.4
Cl -0.1 0.1 -0.1

Its spin multiplicity is 6.

No. 5
A cluster of 9 separate species, C14H46O9 in total, computed with ωB97M-V/def2-TZVPD.

Last column: Löwdin charge in e.
Atoms and positions in Å:
O: 26.26087 13.99552 21.35613  -0.073
O: 24.89220 23.84937 13.55782  -0.115
O: 28.79941 19.02412 15.97292  -0.083
O: 18.27122 18.49749 22.06736  -0.076
O: 17.24227 15.82719 13.22973  -0.132
O: 21.22927 22.27762 11.65156  -0.050
O: 21.89751 22.98670 21.23019  -0.115
O: 19.71093 19.74910 15.35923  -0.070
O: 16.64069 23.69124 16.89440  -0.086
C: 15.07298 25.16374 16.19019  -0.117
C: 21.88451 18.94657 16.11466  -0.082
C: 27.02685 13.49594 20.27927  -0.358
C: 17.31834 15.38326 11.87237  -0.158
C: 25.23618 24.89065 12.66269  -0.179
C: 20.04541 17.03046 22.53597  -0.089
C: 20.74843 19.91860 16.29097  -0.360
C: 20.55730 23.48507 21.57487  -0.284
C: 28.04071 17.34226 14.19232  -0.070
C: 16.54925 25.00819 16.39976  -0.323
C: 18.83029 17.32861 21.55941  -0.323
C: 20.50174 24.04001 22.99065  -0.081
C: 26.28748 13.61372 19.03263  -0.116
C: 28.94268 18.56366 14.64971  -0.315
H: 25.98011 25.57165 13.07608  0.076
H: 24.35325 25.45907 12.37039  0.071
H: 18.02250 16.37708 13.33198  0.066
H: 26.70357 13.11032 18.15996  0.080
H: 26.50564 14.91830 21.45692  0.081
H: 27.89597 19.33235 16.07482  0.077
H: 21.44404 18.03533 15.71002  0.078
H: 17.12857 16.21136 11.18947  0.072
H: 20.72876 17.87292 22.64273  0.067
H: 19.56177 16.72759 23.46466  0.066
H: 14.93932 26.12203 15.68824  0.068
H: 24.52259 24.27508 14.33485  0.074
H: 20.64488 16.19923 22.16478  0.064
H: 28.82948 19.37308 13.92851  0.100
H: 20.38172 19.77501 17.30734  0.102
H: 26.99440 17.64318 14.24504  0.059
H: 21.90026 22.72862 12.16400  0.020
H: 14.27769 25.24642 16.93098  0.076
H: 17.21071 25.22330 15.56055  0.118
H: 14.68832 24.39963 15.51471  0.077
H: 18.93641 20.24319 15.63777  0.085
H: 28.21977 16.47265 14.82464  0.063
H: 20.40863 24.28988 20.85496  0.096
H: 16.86418 25.79398 17.08640  0.103
H: 25.24913 13.33046 19.20495  0.080
H: 22.54506 19.38572 15.36704  0.068
H: 22.32153 23.61397 20.63999  0.064
H: 25.57243 24.63796 11.65711  0.078
H: 22.47936 18.76370 17.00956  0.077
H: 30.00562 18.34423 14.75029  0.106
H: 21.07696 20.95767 16.31296  0.106
H: 16.69673 14.50946 11.67698  0.080
H: 18.37647 15.16574 11.72705  0.072
H: 18.27489 16.41605 21.77585  0.103
H: 19.30722 17.45463 20.58742  0.106
H: 26.16037 14.65989 18.75430  0.075
H: 19.77474 24.84558 22.88743  0.067
H: 20.28061 23.32795 23.78574  0.073
H: 27.28682 12.46647 20.52566  0.117
H: 21.41110 24.58182 23.25062  0.074
H: 17.64123 18.83200 21.42486  0.083
H: 27.89379 14.14981 20.18456  0.113
H: 28.13778 17.01943 13.15576  0.063
H: 20.88222 21.61102 12.24439  0.025
H: 16.21979 23.64525 17.75598  0.084
H: 19.86768 22.73928 21.17953  0.106

Atoms 1-3, force components in eV/Å:
O -0.3 0.2 0.6
O 0.3 -0.3 -0.6
O -1.3 0.0 0.4

Its structure (SMILES) is CCO.CCO.CCO.CCO.CCO.CCO.CO.CO.O. Its spin multiplicity is 1.

No. 6
A cluster of 2 separate species, CH2Br2NO in total, computed with ωB97M-V/def2-TZVPD.

Last column: Löwdin charge in e.
Atoms and positions in Å:
Br: -2.76973 -0.88698 -0.03113  -0.639
Br: -0.60378 2.11787 0.01945  0.526
O: 1.42347 -1.47089 0.22319  -0.163
N: 0.94342 -0.29841 0.37788  -0.279
C: 0.03730 0.31563 -0.42313  -0.617
H: 1.13628 0.33296 1.21366  0.141
H: -0.16695 -0.11017 -1.37992  0.030

Atoms 1-3, force components in eV/Å:
Br -0.1 0.0 0.0
Br 0.8 -1.7 -0.3
O 0.1 0.9 0.2

The charge is -1. Its spin multiplicity is 1.

| no. | E (Eh) |
| --- | --- |
| 1 | -1394.86394 |
| 2 | -2062.13972 |
| 3 | -2854.08315 |
| 4 | -9616.47040 |
| 5 | -1237.93910 |
| 6 | -5317.31626 |